Entry from the Open Molecules 2025 dataset: a molecular structure, C34H30Cl2NO3PS3Ti (the ωB97M-V functional and the def2-TZVPD basis).

Its net charge is +2. As for the spin multiplicity: 1. As for the calculated total energy: -133322.9059 eV. The relative energy (zero: lowest compared OMol25 entry of this formula, charge and spin) comes out at 0.0 kJ/mol. The calculation puts the LUMO energy at -6.6887 eV. The value obtained for the HOMO energy is -13.841 eV.

Last column: Löwdin charge in e.
Atoms and positions in Å:
1 Ti 0.73 0.73 -0.62  0.78
2 C 0.12 2.49 -3.63  -0.48
3 C -1.33 2.07 -3.41  -0.45
4 S -1.65 1.01 -1.97  0.88
5 C -3.02 1.90 -1.20  -0.47
6 C -2.73 3.32 -0.73  -0.48
7 S -1.40 3.30 0.48  0.94
8 C -0.19 4.49 -0.13  -0.49
9 C 0.26 4.39 -1.57  -0.43
10 S 1.05 2.84 -2.13  0.94
11 H 0.16 3.37 -4.27  0.11
12 H 0.70 1.73 -4.15  0.07
13 H -1.70 1.56 -4.30  0.10
14 H -1.96 2.95 -3.28  0.08
15 H -3.32 1.28 -0.36  0.05
16 H -3.84 1.88 -1.92  0.10
17 H -3.64 3.71 -0.28  0.10
18 H -2.50 3.99 -1.55  0.07
19 H 0.66 4.38 0.55  0.08
20 H -0.56 5.51 0.00  0.10
21 H 1.01 5.17 -1.75  0.10
22 H -0.56 4.57 -2.27  0.08
23 O 2.76 2.72 1.82  0.19
24 C 1.98 1.83 1.79  -0.45
25 O 1.03 1.81 0.76  -0.31
26 C 1.85 0.68 2.72  -0.15
27 C 2.76 0.71 3.77  0.02
28 C 2.80 -0.32 4.71  -0.02
29 C 1.94 -1.38 4.58  -0.03
30 C 1.03 -1.42 3.52  -0.05
31 C 0.96 -0.40 2.59  -0.26
32 P -0.34 -0.55 1.30  1.11
33 C -0.67 -2.30 1.04  -0.35
34 C -1.52 -3.01 1.90  -0.09
35 C -1.75 -4.35 1.70  -0.04
36 C -1.15 -5.01 0.63  -0.04
37 C -0.32 -4.31 -0.24  -0.05
38 C -0.09 -2.96 -0.04  -0.07
39 C -1.83 0.15 2.03  -0.37
40 C -3.09 -0.23 1.55  -0.12
41 C -4.24 0.33 2.09  -0.06
42 C -4.14 1.26 3.11  -0.04
43 C -2.90 1.64 3.59  -0.05
44 C -1.75 1.09 3.06  -0.09
45 H 3.44 1.55 3.84  0.14
46 H 3.52 -0.28 5.52  0.12
47 H 1.96 -2.20 5.29  0.12
48 H 0.38 -2.28 3.45  0.10
49 H -2.00 -2.50 2.73  0.12
50 H -2.40 -4.90 2.37  0.12
51 H -1.34 -6.06 0.47  0.12
52 H 0.14 -4.82 -1.08  0.11
53 H 0.55 -2.43 -0.73  0.08
54 H -3.17 -0.98 0.77  0.12
55 H -5.21 0.02 1.72  0.12
56 H -5.04 1.69 3.53  0.12
57 H -2.83 2.36 4.40  0.12
58 H -0.79 1.39 3.46  0.11
59 Cl 4.55 -1.76 0.95  0.81
60 C 3.86 -1.93 -0.61  -0.56
61 C 4.39 -2.89 -1.50  -0.08
62 C 3.84 -3.07 -2.74  -0.58
63 Cl 4.50 -4.25 -3.81  0.78
64 C 2.71 -2.31 -3.16  -0.15
65 C 2.03 -2.46 -4.38  0.03
66 C 0.91 -1.70 -4.61  0.01
67 C 0.48 -0.79 -3.65  -0.11
68 N 1.12 -0.57 -2.50  0.05
69 C 2.22 -1.34 -2.27  -0.17
70 C 2.81 -1.16 -1.01  -0.33
71 O 2.22 -0.21 -0.26  -0.18
72 H 5.24 -3.49 -1.19  0.12
73 H 2.38 -3.18 -5.11  0.11
74 H 0.34 -1.81 -5.52  0.13
75 H -0.43 -0.23 -3.82  0.07



Entry from the Open Molecules 2025 dataset: 2 unconnected molecules or ions with the total composition C2H6N2O2 at a distorted geometry (the ωB97M-V functional and the def2-TZVPD basis).

As for the spin multiplicity: 1. As for the calculated total energy: -9246.7880 eV. Its SMILES is NC=O.NC=O. The relative energy (zero: lowest compared OMol25 entry of this formula, charge and spin) comes out at 51.1 kJ/mol. The calculation puts the LUMO energy at 0.5933 eV. The value obtained for the HOMO energy is -10.315 eV.

Last column: Löwdin charge in e.
Atoms and positions in Å:
1 C 0.04 -1.36 2.63  -0.42
2 N -0.56 -0.21 2.20  0.12
3 O 1.15 -1.70 2.26  0.00
4 H -0.54 -1.97 3.34  0.12
5 H -1.46 -0.07 2.59  0.08
6 H -0.13 0.40 1.55  0.09
7 C 0.76 1.27 -2.52  -0.42
8 N -0.28 0.37 -2.28  0.10
9 O 0.64 2.23 -3.23  0.02
10 H 1.66 0.98 -1.93  0.12
11 H -1.06 0.52 -2.89  0.09
12 H -0.23 -0.46 -1.71  0.09



Entry from the Open Molecules 2025 dataset: 6 unconnected molecules or ions with the total composition C13H27Br10NO (the ωB97M-V functional and the def2-TZVPD basis).

As for the spin multiplicity: 1. As for the calculated total energy: -717882.3564 eV. Its SMILES is CN(C)C=O.BrCCBr.BrCCBr.BrCCBr.BrCCBr.BrCCBr. The relative energy (zero: lowest compared OMol25 entry of this formula, charge and spin) comes out at 0.0 kJ/mol. The calculation puts the LUMO energy at 0.1959 eV. The value obtained for the HOMO energy is -9.391 eV.

Last column: Löwdin charge in e.
Atoms and positions in Å:
1 C -3.49 1.91 -5.31  -0.35
2 O -3.80 1.52 -6.41  0.02
3 N -3.68 1.24 -4.15  -0.20
4 C -3.61 1.87 -2.85  -0.06
5 C -4.20 -0.12 -4.17  -0.05
6 H -3.03 2.91 -5.15  0.13
7 H -3.16 1.16 -2.16  0.06
8 H -4.61 2.16 -2.51  0.09
9 H -3.00 2.77 -2.89  0.08
10 H -4.44 -0.43 -5.17  0.08
11 H -3.47 -0.78 -3.69  0.09
12 H -5.14 -0.17 -3.60  0.09
13 Br 2.21 -2.88 -3.08  0.64
14 C 3.95 -2.42 -2.43  -0.72
15 C 3.91 -1.21 -1.52  -0.67
16 Br 3.14 -1.65 0.20  0.66
17 H 4.61 -2.22 -3.27  0.06
18 H 4.36 -3.29 -1.92  0.05
19 H 3.26 -0.47 -1.97  0.04
20 H 4.92 -0.84 -1.35  0.06
21 Br 1.22 4.26 2.48  0.64
22 C 1.08 4.63 0.59  -0.74
23 C -0.18 5.40 0.32  -0.70
24 Br -0.44 5.53 -1.61  0.61
25 H 1.03 3.68 0.06  -0.03
26 H 2.00 5.12 0.29  0.06
27 H -0.18 6.42 0.70  0.06
28 H -1.05 4.87 0.70  0.05
29 Br 0.20 1.26 -1.05  0.67
30 C -0.23 -0.52 -0.39  -0.71
31 C -1.60 -0.54 0.23  -0.68
32 Br -1.71 -2.05 1.47  0.66
33 H 0.52 -0.79 0.34  -0.04
34 H -0.18 -1.17 -1.25  0.05
35 H -2.44 -0.64 -0.46  0.05
36 H -1.80 0.31 0.87  0.01
37 Br 0.03 -3.62 4.90  0.60
38 C 0.84 -4.17 3.21  -0.68
39 C 2.24 -4.69 3.43  -0.71
40 Br 2.28 -6.30 4.51  0.61
41 H 0.87 -3.24 2.65  0.00
42 H 0.17 -4.90 2.77  0.06
43 H 2.84 -3.93 3.92  0.02
44 H 2.71 -4.98 2.49  0.06
45 Br 2.96 -0.85 4.27  0.63
46 C 1.33 -0.10 3.51  -0.72
47 C 0.40 0.35 4.60  -0.68
48 Br -1.13 1.19 3.74  0.64
49 H 0.91 -0.90 2.91  0.00
50 H 1.63 0.70 2.83  0.04
51 H 0.87 1.11 5.22  0.06
52 H 0.05 -0.51 5.16  0.02



Entry from the Open Molecules 2025 dataset: 2 unconnected molecules or ions with the total composition C14H30NO5 at a distorted geometry (the ωB97M-V functional and the def2-TZVPD basis).

Its net charge is +1. As for the spin multiplicity: 1. As for the calculated total energy: -26719.4505 eV. The relative energy (zero: lowest compared OMol25 entry of this formula, charge and spin) comes out at 500.8 kJ/mol. The calculation puts the LUMO energy at -3.3150 eV. The value obtained for the HOMO energy is -12.599 eV.

Last column: Löwdin charge in e.
Atoms and positions in Å:
1 C -3.64 2.84 0.23  -0.13
2 O -2.99 3.11 -1.06  -0.24
3 C -1.78 2.29 -1.24  -0.21
4 C -2.11 0.94 -2.17  -0.16
5 C -0.98 -0.23 -1.97  -0.19
6 C -1.39 -1.42 -0.93  -0.12
7 C -2.03 -0.92 0.49  -0.20
8 N -3.33 -1.68 0.74  0.02
9 C -3.53 -2.07 2.22  -0.10
10 C -2.12 -1.71 3.04  -0.09
11 C -1.15 -1.00 1.88  -0.21
12 C 0.24 -1.86 1.93  -0.14
13 C 1.56 -0.84 1.78  -0.22
14 O 2.71 -1.68 1.41  -0.16
15 H -4.65 3.47 0.26  0.12
16 H -3.95 1.72 0.39  0.07
17 H -3.02 3.22 1.18  0.11
18 H -1.01 2.93 -1.87  0.14
19 H -1.26 1.99 -0.23  0.12
20 H -3.19 0.60 -1.85  0.11
21 H -2.18 1.36 -3.29  0.14
22 H -0.84 -0.75 -3.04  0.13
23 H 0.09 0.22 -1.71  0.13
24 H -0.44 -2.11 -0.80  0.12
25 H -2.20 -2.10 -1.49  0.13
26 H -2.40 0.19 0.50  0.12
27 H -3.54 -2.54 0.18  0.17
28 H -4.04 -0.94 0.46  0.18
29 H -3.81 -3.21 2.13  0.14
30 H -4.54 -1.62 2.67  0.15
31 H -2.17 -0.83 3.83  0.14
32 H -1.78 -2.77 3.45  0.13
33 H -1.00 0.13 2.19  0.16
34 H 0.30 -2.77 1.19  0.12
35 H 0.34 -2.30 3.03  0.13
36 H 1.76 -0.38 2.85  0.14
37 H 1.35 0.06 1.06  0.13
38 H 2.52 -2.57 1.88  0.13
39 C 4.16 0.51 0.48  -0.07
40 O 5.29 0.62 -0.38  0.00
41 C 5.01 1.10 -1.61  -0.56
42 O 3.91 1.44 -2.02  0.10
43 O 6.17 1.15 -2.32  -0.01
44 C 6.02 1.65 -3.65  -0.05
45 H 4.50 0.11 1.44  0.10
46 H 3.71 1.50 0.66  0.10
47 H 3.42 -0.18 0.06  0.07
48 H 5.66 2.68 -3.64  0.10
49 H 5.36 1.00 -4.23  0.10
50 H 7.01 1.64 -4.12  0.10



Entry from the Open Molecules 2025 dataset: C3H3N3O2 in the gas phase at a distorted geometry (the ωB97M-V functional and the def2-TZVPD basis).

As for the spin multiplicity: 1. As for the calculated total energy: -11722.2696 eV. Its SMILES is ON=c1ncocn1. The relative energy (zero: lowest compared OMol25 entry of this formula, charge and spin) comes out at 355.8 kJ/mol. The calculation puts the LUMO energy at 0.5808 eV. The value obtained for the HOMO energy is -8.920 eV.

Last column: Löwdin charge in e.
Atoms and positions in Å:
1 C -0.13 -0.10 -0.69  -0.42
2 C 0.50 -0.30 1.50  -0.12
3 C -0.62 1.60 0.76  -0.15
4 H 0.36 -2.03 -2.85  0.09
5 H 0.99 -0.73 2.37  0.14
6 H -0.99 2.58 1.01  0.13
7 N -0.21 -0.51 -1.89  0.06
8 N 0.45 -0.86 0.36  0.17
9 N -0.62 1.19 -0.46  0.15
10 O 0.41 -1.74 -1.94  -0.07
11 O -0.13 0.91 1.83  0.02



Entry from the Open Molecules 2025 dataset: 3 unconnected molecules or ions with the total composition C16H19O9P at a distorted geometry (the ωB97M-V functional and the def2-TZVPD basis).

As for the spin multiplicity: 1. As for the calculated total energy: -44611.6403 eV. Its SMILES is O=C1C=CC(=O)C=C1.O=C1C=CC(=O)C=C1.COCCOCP(=O)(O)O. The relative energy (zero: lowest compared OMol25 entry of this formula, charge and spin) comes out at 277.4 kJ/mol. The calculation puts the LUMO energy at -1.9102 eV. The value obtained for the HOMO energy is -10.050 eV.

Last column: Löwdin charge in e.
Atoms and positions in Å:
1 C -3.39 1.04 0.96  -0.12
2 O -3.00 0.44 -0.33  -0.27
3 C -4.18 -0.24 -0.94  -0.17
4 C -3.61 -1.23 -2.11  -0.16
5 O -3.93 -0.77 -3.50  -0.24
6 C -3.34 -1.76 -4.43  -0.25
7 P -3.00 -1.07 -6.19  0.76
8 O -2.00 -2.11 -6.90  -0.42
9 O -2.23 0.50 -6.20  -0.22
10 O -4.44 -1.06 -7.23  -0.23
11 H -4.42 1.59 0.77  0.10
12 H -2.60 1.84 1.31  0.09
13 H -3.46 0.20 1.79  0.11
14 H -4.68 -0.91 -0.12  0.13
15 H -4.97 0.56 -1.30  0.14
16 H -2.43 -1.29 -1.96  0.14
17 H -4.00 -2.34 -1.95  0.14
18 H -3.97 -2.75 -4.53  0.14
19 H -2.28 -2.07 -3.99  0.13
20 H -1.67 0.62 -5.36  0.10
21 H -4.03 -1.15 -8.16  0.10
22 C 0.31 0.94 3.57  0.03
23 C 1.60 1.27 3.66  0.02
24 C 2.02 2.66 3.89  -0.38
25 O 3.20 2.97 3.98  0.10
26 C 0.96 3.68 4.02  0.02
27 C -0.33 3.35 3.93  0.02
28 C -0.75 1.95 3.70  -0.38
29 O -1.93 1.65 3.61  0.07
30 H -0.01 -0.08 3.40  0.13
31 H 2.39 0.53 3.57  0.09
32 H 1.28 4.70 4.19  0.12
33 H -1.13 4.08 4.02  0.12
34 C 5.76 -2.67 1.33  0.03
35 C 4.52 -2.38 1.72  0.03
36 C 4.00 -0.99 1.66  -0.36
37 O 2.87 -0.72 2.02  0.07
38 C 4.91 0.05 1.14  0.03
39 C 6.15 -0.25 0.75  0.03
40 C 6.67 -1.63 0.81  -0.38
41 O 7.81 -1.90 0.45  0.11
42 H 6.15 -3.68 1.37  0.12
43 H 3.84 -3.13 2.11  0.12
44 H 4.52 1.06 1.10  0.12
45 H 6.83 0.50 0.36  0.13



Which formula does entry 4 have? C14H30NO5



spin multiplicity of number 1 (C34H30Cl2NO3PS3Ti)? 1



Which of these has the lowest calculated total energy? C13H27Br10NO